A molecular structure, C4H8O3. Source: OMol25; level of theory: the ωB97M-V functional and the def2-TZVPD basis.

Geometry as XYZ:
```
15
Properties=species:S:1:pos:R:3:nbo_charge:R:1
H 2.01551 1.88294 1.51909 0.174
H 0.33307 1.84786 0.40516 0.075
H 1.54078 0.19879 1.95303 0.163
O 1.00593 -1.14382 -0.67518 -0.557
C -1.88496 0.09298 -0.85336 -0.073
C -1.40988 -1.22657 -0.26170 -0.547
H 2.52917 -0.26838 -0.21453 0.494
C 1.72912 0.93508 1.12154 -0.191
C -0.04640 -0.64342 -0.43239 0.841
H -1.58195 -2.13551 -0.82268 0.236
H -2.74564 0.53296 -0.34878 0.196
O 2.79093 0.48236 0.34366 -0.739
H -1.67883 -1.31568 0.79215 0.246
O -0.57582 0.67042 -0.58946 -0.508
H -2.02103 0.08999 -1.93656 0.189
```

Computed properties:
Energy relative to the best compared isomer or geometry (same formula, charge and spin) ... 132.79 kcal/mol
M ... 104.1 g mol⁻¹
Kohn-Sham gap ... 9.0 eV

---

A molecular structure, C52H44AlBrN6O2S3. Source: OMol25; level of theory: the ωB97M-V functional and the def2-TZVPD basis.

Geometry as XYZ:
```
109
Properties=species:S:1:pos:R:3:mulliken_charge:R:1
H -0.22189 -1.27907 5.01718 0.541
H 6.56648 -2.29991 -1.61836 0.490
H 6.10458 1.54641 -2.52437 0.475
C -0.92081 6.00925 -0.15393 -0.614
C -0.83988 7.62941 1.60215 -0.356
H 1.72717 -2.79364 -2.60387 0.514
Br -3.71049 0.50828 1.75434 -0.110
H -4.79785 -3.93988 -1.52515 0.493
H 1.22357 0.78465 -2.91357 0.539
C -0.92459 7.33296 0.24494 -1.012
C 3.22957 -2.25091 -1.17284 0.347
C 2.45421 2.15775 0.91771 1.012
O -0.63963 4.34806 3.11256 -0.778
C 2.62987 -2.88776 1.43543 0.701
C -5.68592 0.34507 -0.24632 -0.652
H 2.46204 3.61268 -0.67406 0.455
C -1.74454 -5.41246 -1.72013 -0.761
C 4.57847 -2.09539 -0.86545 -0.825
C -0.31119 -2.02962 4.24113 -0.786
H -0.84054 8.66131 1.93039 0.419
C -0.75344 5.28018 2.13594 0.276
H -0.24591 -3.68292 5.60465 0.437
C 2.78831 -2.69241 -2.40797 0.027
C 3.74031 -2.99419 -3.37093 -0.906
H -8.58712 1.07824 -4.66349 0.401
C -0.44534 -4.34253 3.57414 -0.784
C 2.65385 1.89588 2.26759 -0.496
H 5.06848 1.33607 -4.75428 0.463
C -6.43693 0.51671 -1.49075 0.692
H -3.70582 -5.98930 -2.36588 0.420
C -1.62172 -3.30477 -0.61131 0.269
H -3.44121 -2.19716 -0.37420 0.498
C 2.97982 4.46774 1.22704 -0.721
C 3.48188 -4.62715 3.37237 -0.618
C 3.02497 2.94189 3.09631 -0.848
O -0.81623 2.55297 1.22783 -0.086
C -0.77782 3.55585 0.23876 1.233
C -0.55643 -2.61308 1.93067 0.759
C -2.98634 -3.10434 -0.75344 -0.787
N 2.31756 -0.40567 0.67694 0.386
N -1.48045 -0.77851 0.19141 0.629
C 2.89664 1.05370 -1.61272 -0.036
H -0.98175 8.12335 -0.49114 0.425
C -3.80168 1.94703 -0.66695 -0.518
H -1.27145 -6.30713 -2.10412 0.471
H -0.67311 6.82962 3.59348 0.496
C 4.26259 1.26617 -1.47040 -0.280
C 3.11870 -5.11827 2.12088 -0.721
C -0.98304 -4.44434 -1.08771 -0.212
C -0.43266 -1.64104 2.91714 -0.148
H -9.67749 0.56329 -2.50224 0.401
H -6.16482 -0.24811 0.52652 0.433
C -0.85580 4.96726 0.77494 -0.069
C 3.18330 4.22135 2.57922 -0.600
H 2.50332 0.90068 2.65912 0.182
H 4.88393 -1.74593 0.11535 0.503
H 3.42245 -3.34457 -4.34437 0.508
C -4.49993 0.88264 0.04029 0.326
H -0.67735 -4.71307 1.47059 0.477
H 2.63241 0.96677 -4.97198 0.504
C 4.45279 1.25355 -3.86674 -0.567
C -0.56226 -3.96472 2.24448 -0.347
N -1.89580 3.29089 -0.75481 -0.530
C -5.82948 0.77114 -2.72518 -0.392
C 5.51172 -2.40327 -1.83633 -0.850
C -7.98642 0.91702 -3.77677 -0.430
C -7.82968 0.41943 -1.43240 -0.462
S 2.09657 -1.83781 0.11734 0.949
H 0.14114 3.46909 -0.33366 -0.165
C 5.04023 1.36649 -2.61209 -0.928
C 2.98605 -2.37935 2.67163 0.047
C 2.68744 -4.24641 1.13903 -1.106
H 3.46311 5.03459 3.23707 0.467
H -2.47976 4.08825 -0.96937 0.471
H 0.08721 -4.55770 -0.98017 0.277
H -0.69885 3.47200 2.69573 0.447
H -0.94294 5.77888 -1.21674 0.485
C 3.41462 -3.26851 3.64687 -0.815
C -3.11483 -5.22996 -1.87076 -0.683
N 0.71975 -2.22679 -0.47190 0.035
H -4.38732 2.65753 -1.24472 0.754
H -0.44327 -0.59450 2.65383 0.164
H 2.93571 -1.31442 2.85812 0.454
Al -1.15105 1.01334 0.38226 -1.085
N 0.43124 0.93863 -0.61532 0.453
C 2.61881 3.43131 0.38381 -0.747
C -0.32253 -3.38011 4.56729 -0.787
C -3.73252 -4.08014 -1.39478 -0.669
N -2.55746 2.14328 -0.45695 0.333
H 3.70356 -2.89550 4.62087 0.511
H 3.18544 2.75964 4.15120 0.480
H -8.30888 0.19745 -0.48524 0.385
C 2.29300 0.93754 -2.85856 -0.280
H -4.74955 0.75181 -2.81384 0.486
H 4.70706 1.35822 -0.48514 0.575
H -0.46065 -5.39312 3.83620 0.486
S 1.84042 0.91545 -0.18827 1.113
C 5.09090 -2.85156 -3.08611 -0.582
C 3.08540 1.04002 -3.99204 -0.971
H 5.82569 -3.09113 -3.84379 0.464
H 2.41722 -4.60685 0.15136 0.296
C -6.60129 0.97472 -3.85765 -0.690
C -8.59838 0.62813 -2.56382 -0.599
H 3.09321 5.46777 0.82772 0.435
H -6.12026 1.16565 -4.80865 0.407
C -0.74891 6.61540 2.53417 -0.682
H 3.18216 -6.17766 1.90826 0.491
H 3.82644 -5.31285 4.13613 0.446
S -0.73814 -2.04492 0.24331 0.980
```

Computed properties:
M ... 988.1 g mol⁻¹
Charge ... +2
Kohn-Sham gap ... 7.2 eV

---

- Which of these has the lowest M?
  C4H8O3